Record 1
# C7H11NOS

A 2-piece molecular cluster, C7H11NOS overall in a non-equilibrium geometry (the ωB97M-V functional and the def2-TZVPD basis, the OMol25 dataset).

Computed properties:
Relative energy (zero: lowest compared OMol25 entry of this formula, charge and spin)   213.5 kJ/mol
HOMO-LUMO gap   9.343 eV
Total charge   0

Element x y z (Å)
S: 2.05 1.56 -0.18
O: -1.39 -0.63 -0.76
N: 3.27 -0.65 0.13
C: -1.48 0.41 1.39
C: 3.50 0.59 -0.01
C: 1.60 -2.35 0.56
C: -0.94 0.46 -0.04
C: 1.96 -0.96 0.22
C: 1.13 0.09 0.15
C: -1.08 1.74 -0.80
H: 1.78 -3.06 -0.37
H: -1.20 -0.33 -1.69
H: -2.14 2.07 -0.68
H: -2.57 0.78 1.32
H: -0.64 0.75 2.03
H: -0.82 1.54 -1.87
H: -0.41 2.57 -0.43
H: 4.58 0.98 -0.21
H: 0.45 -2.37 0.72
H: -1.63 -0.65 1.64
H: 2.02 -2.67 1.48

=====

Record 2
# C4H11NO2

One molecule with the formula C4H11NO2 in a non-equilibrium geometry (the ωB97M-V functional and the def2-TZVPD basis, the OMol25 dataset).

Computed properties:
Relative energy (zero: lowest compared OMol25 entry of this formula, charge and spin)   142.0 kJ/mol
SMILES   C[C@H](O)CNCO
HOMO-LUMO gap   10.072 eV
Total charge   0

Element x y z (Å)
O: 1.66 -1.87 0.78
O: -1.86 0.26 0.53
N: 0.88 0.39 1.19
C: -0.92 0.07 -0.53
C: 0.47 0.58 -0.22
C: 0.97 -0.94 1.66
C: -1.43 0.59 -1.87
H: 0.02 -1.44 1.82
H: -1.33 1.67 -1.93
H: -1.84 1.20 0.75
H: 1.73 0.92 1.33
H: 2.48 -1.44 0.48
H: -2.46 0.25 -1.94
H: 0.72 1.62 -0.46
H: 1.09 -0.02 -0.85
H: 1.57 -0.91 2.57
H: -0.90 0.08 -2.68
H: -0.85 -1.00 -0.64

=====

Record 3
# C14H32CuO14P2

C14H32CuO14P2 as an isolated structure in a non-equilibrium geometry (the ωB97M-V functional and the def2-TZVPD basis, the OMol25 dataset).

Computed properties:
⟨S²⟩   0.752
Spin multiplicity   2
HOMO-LUMO gap (spin up / spin down)   8.748 / 7.425 eV
Total charge   0

Element x y z (Å)
Cu: 1.06 0.78 -0.70
P: -1.44 -1.80 -0.08
P: -1.50 3.10 0.70
O: -2.67 -1.63 -1.14
O: 1.30 2.01 -2.59
O: -1.11 4.68 0.66
O: -0.30 -0.85 -0.20
O: -0.43 2.20 0.11
O: -1.77 2.80 2.26
O: 0.02 0.33 -2.88
O: 2.43 -0.99 -1.32
O: 1.83 0.69 1.41
O: -0.94 -3.35 -0.16
O: 3.08 -3.12 -0.75
O: -2.22 -1.67 1.37
O: 2.97 1.98 0.03
O: -2.96 3.06 -0.04
C: 0.37 1.78 -4.81
C: 1.58 -2.91 -2.49
C: -1.49 -1.51 2.57
C: -3.57 1.78 -0.26
C: 2.46 -2.20 -1.44
C: 2.76 1.53 1.21
C: 3.66 2.15 2.31
C: 3.74 -2.70 0.47
C: -1.95 5.60 1.34
C: -1.83 -4.42 0.06
C: 2.87 -3.14 1.67
C: 0.55 1.33 -3.37
C: -0.76 2.45 3.18
C: -2.41 -1.76 -2.53
H: -2.31 6.45 0.75
H: -0.70 1.91 -4.98
H: -1.77 -2.38 3.16
H: -0.90 1.42 3.50
H: -2.50 -0.78 -3.00
H: -3.65 1.66 -1.34
H: 3.42 -2.88 2.58
H: 0.84 2.72 -5.11
H: -2.90 -4.22 -0.02
H: 2.63 -4.21 1.66
H: -1.40 -2.10 -2.74
H: 2.00 -2.49 1.75
H: 3.11 3.04 2.64
H: 0.26 2.60 2.83
H: 4.66 -3.27 0.57
H: -1.40 6.03 2.18
H: 1.25 -2.20 -3.25
H: -0.88 3.01 4.11
H: -1.90 -0.68 3.15
H: 3.75 1.50 3.18
H: -1.57 -5.17 -0.69
H: -4.54 1.60 0.22
H: -1.69 -4.94 1.01
H: -2.83 5.14 1.77
H: 0.69 1.07 -5.57
H: 0.70 -3.26 -1.95
H: -2.93 0.96 0.04
H: -0.41 -1.47 2.46
H: 2.16 -3.71 -2.95
H: 4.65 2.48 2.01
H: -3.06 -2.42 -3.11
H: 3.91 -1.62 0.56

=====

Record 4
# C3H11NO3

A 3-piece molecular cluster, C3H11NO3 overall in a non-equilibrium geometry (the ωB97M-V functional and the def2-TZVPD basis, the OMol25 dataset).

Computed properties:
Relative energy (zero: lowest compared OMol25 entry of this formula, charge and spin)   184.0 kJ/mol
SMILES   C[C@@H](N)C=O.O.O
HOMO-LUMO gap   10.293 eV
Total charge   0

Element x y z (Å)
O: -0.64 -2.90 0.58
O: -0.42 -1.73 -2.54
O: 1.32 -0.39 -0.64
N: -1.25 0.99 0.45
C: 0.82 2.37 0.41
C: 0.91 -0.21 0.49
C: 0.19 1.05 0.90
H: 0.32 1.15 1.99
H: -0.05 -2.14 -3.33
H: 0.36 -1.50 -2.01
H: -0.16 -2.71 -0.23
H: 0.89 2.45 -0.67
H: -1.74 1.92 0.56
H: -1.79 0.40 1.10
H: 0.19 3.24 0.60
H: 1.76 2.54 0.89
H: -1.44 -3.36 0.33
H: 0.72 -1.14 1.11

=====

Record 5
# C34H57F3FeN2O2Si

C34H57F3FeN2O2Si as an isolated structure in a non-equilibrium geometry (the ωB97M-V functional and the def2-TZVPD basis, the OMol25 dataset).

Computed properties:
⟨S²⟩   8.777
Spin multiplicity   6
Relative energy (zero: lowest compared OMol25 entry of this formula, charge and spin)   236.8 kJ/mol
HOMO-LUMO gap (spin up / spin down)   8.938 / 6.910 eV
Total charge   +1

Element x y z (Å)
Fe: 0.15 1.13 1.17
Si: 1.74 1.53 -0.99
F: 1.36 3.46 2.81
F: 0.89 1.73 4.04
F: 2.66 1.66 2.70
O: 1.90 -2.47 -1.83
O: 0.62 -0.74 -3.04
N: -0.60 -0.22 2.61
N: -1.53 2.13 1.43
C: 1.27 -3.47 2.91
C: 1.78 -2.13 -4.66
C: 0.31 -4.15 -2.45
C: 1.93 -1.28 3.86
C: 3.42 -2.62 0.03
C: -2.24 3.95 -2.27
C: -0.90 -3.88 1.93
C: -1.35 0.19 3.61
C: -1.45 4.15 0.01
C: 1.76 -0.80 -3.95
C: -3.55 0.94 -0.36
C: 1.00 2.24 -2.58
C: 0.71 -3.15 -1.40
C: -1.22 -2.52 2.03
C: 3.16 -2.93 -1.43
C: -1.55 -0.71 4.80
C: -0.63 -0.61 -3.77
C: -1.95 2.85 0.27
C: 1.32 2.07 2.77
C: -0.26 -1.61 2.54
C: 0.97 -2.11 3.05
C: -1.56 4.65 -1.28
C: -2.86 2.73 -1.96
C: -0.78 4.98 1.07
C: -1.80 -0.87 -2.87
C: -2.02 1.43 3.66
C: 0.77 0.06 -0.26
C: -2.26 2.21 2.52
C: 0.35 -4.34 2.33
C: -3.42 3.17 2.54
C: 3.51 0.93 -1.26
C: 1.98 3.22 -0.14
C: -2.63 -2.10 1.70
C: -2.80 2.21 -0.67
H: -3.33 -2.27 2.55
H: 2.60 -2.16 -5.38
H: 1.10 -4.88 -2.68
H: 4.04 0.97 -0.29
H: -0.65 0.40 -4.21
H: -2.72 -1.05 1.39
H: 2.85 -3.31 0.69
H: -1.75 -0.22 -1.99
H: -2.70 -0.62 -3.47
H: -1.50 5.41 1.80
H: 4.51 -2.76 0.18
H: -0.31 -0.20 -0.51
H: 3.56 -0.09 -1.65
H: -2.11 -1.62 4.51
H: -2.49 1.73 4.57
H: -4.19 2.93 1.79
H: 1.49 -0.85 4.78
H: 0.83 -2.34 -5.21
H: -0.03 -3.65 -3.37
H: -3.12 4.22 2.38
H: 3.26 -4.00 -1.60
H: 1.68 -0.01 -4.72
H: -0.04 4.43 1.66
H: 1.10 -0.89 -1.83
H: 4.01 1.62 -1.96
H: 2.41 -0.48 3.30
H: 2.74 -1.95 4.20
H: 2.66 -0.63 -3.33
H: -0.59 -1.02 5.22
H: -1.66 -4.56 1.55
H: -2.11 -0.18 5.57
H: 1.28 -0.91 0.26
H: 2.70 3.77 -0.77
H: 0.91 -3.63 -0.44
H: -2.30 4.34 -3.28
H: -2.91 0.04 -0.43
H: -1.09 5.62 -1.50
H: 2.38 3.15 0.89
H: -0.26 5.83 0.60
H: -3.43 2.18 -2.71
H: -1.84 -1.93 -2.56
H: 1.06 3.82 -0.10
H: -3.01 -2.73 0.88
H: 3.14 -1.55 0.23
H: 0.61 -5.40 2.22
H: 3.88 -2.42 -2.10
H: 1.47 1.86 -3.49
H: -3.92 3.12 3.51
H: -4.01 0.94 0.64
H: -0.04 -2.35 -1.27
H: -0.56 -4.74 -2.06
H: -0.65 -1.31 -4.62
H: -0.08 2.07 -2.68
H: 1.96 -2.93 -3.92
H: -4.36 0.81 -1.09
H: 1.11 3.34 -2.61
H: 2.22 -3.83 3.30

=====

Record 6
# C2H8N2O3

A 3-piece molecular cluster, C2H8N2O3 overall in a non-equilibrium geometry (the ωB97M-V functional and the def2-TZVPD basis, the OMol25 dataset).

Computed properties:
Relative energy (zero: lowest compared OMol25 entry of this formula, charge and spin)   507.8 kJ/mol
HOMO-LUMO gap (spin up / spin down)   8.668 / 8.667 eV
Total charge   0

Element x y z (Å)
O: 3.71 0.27 0.38
O: 1.31 -1.22 -0.58
O: -1.43 1.18 0.28
N: 2.37 0.71 0.04
N: -2.48 -1.61 0.55
C: -0.41 1.56 -0.55
C: 1.35 -0.04 -0.35
H: -0.50 1.47 -1.65
H: -0.02 2.50 -0.17
H: -1.84 -2.40 0.13
H: -1.70 0.30 0.29
H: -2.60 -2.03 1.50
H: 2.09 1.73 -0.06
H: -3.34 -1.78 0.00
H: 3.48 -0.64 0.20

=====

Record 7
# C17H20O6

One molecule with the formula C17H20O6 (the ωB97M-V functional and the def2-TZVPD basis, the OMol25 dataset).

Computed properties:
Relative energy (zero: lowest compared OMol25 entry of this formula, charge and spin)   0.0 kJ/mol
SMILES   COc1c(C)c2c(c(O)c1C/C=C(\C)CCC(=O)O)C(=O)OC2
HOMO-LUMO gap   9.210 eV
Total charge   0

Element x y z (Å)
O: -1.49 -3.14 -4.24
O: 0.61 1.07 2.85
O: -1.25 -0.36 -3.33
O: -0.35 -4.52 -2.86
O: -1.21 -0.22 2.78
O: 1.63 -0.14 0.56
C: -0.28 1.30 -1.30
C: -0.43 3.82 0.57
C: -1.45 2.14 3.19
C: -0.47 -0.93 -2.38
C: 2.33 1.05 0.28
C: -1.15 1.50 -0.09
C: -1.23 2.56 0.71
C: 0.95 -0.79 -0.44
C: 0.50 -2.93 -1.39
C: 1.13 -2.20 -0.41
C: -0.26 -2.30 -2.37
C: 0.45 -4.40 -1.69
C: -2.18 2.53 1.88
C: 1.95 -2.83 0.67
C: -0.70 0.86 2.93
C: -0.78 -3.31 -3.28
C: 0.13 -0.15 -1.38
H: -0.88 1.51 -2.19
H: -1.58 -1.07 -3.91
H: -2.64 3.51 2.02
H: -2.18 1.99 3.98
H: 1.39 -2.84 1.60
H: 2.86 -2.25 0.84
H: -1.11 4.68 0.51
H: 3.21 1.04 0.92
H: 1.06 0.27 2.50
H: 0.56 1.98 -1.32
H: -0.74 2.92 3.48
H: 0.20 3.96 1.44
H: 1.72 1.93 0.52
H: -2.97 1.80 1.70
H: -0.02 -4.97 -0.88
H: 2.64 1.09 -0.77
H: -1.80 0.66 0.11
H: 1.44 -4.82 -1.89
H: 0.19 3.82 -0.32
H: 2.22 -3.85 0.40

=====

Record 8
# C13H27N4O6

A 2-piece molecular cluster, C13H27N4O6 overall in a non-equilibrium geometry (the ωB97M-V functional and the def2-TZVPD basis, the OMol25 dataset).

Computed properties:
HOMO-LUMO gap   8.605 eV
Total charge   -1

Element x y z (Å)
O: -0.41 -0.61 3.53
O: -1.36 1.37 2.06
O: -2.45 -0.91 2.62
O: -0.47 3.31 1.44
O: -1.48 1.87 -3.48
O: 1.82 5.15 -2.34
N: 0.93 5.16 -0.26
N: 1.28 -6.75 -0.54
N: -1.42 -2.73 3.37
N: 0.49 2.92 -3.18
C: 1.55 6.39 0.20
C: -0.52 -4.56 2.01
C: 0.77 2.18 -0.84
C: 0.01 1.94 -5.33
C: -0.41 1.49 -0.13
C: 0.48 -4.95 0.91
C: 0.32 3.33 -1.78
C: 1.10 4.63 -1.48
C: -0.39 2.24 -3.90
C: 0.30 -6.41 0.50
C: -0.78 2.11 1.23
C: -1.61 -1.33 3.66
C: -0.41 -3.08 2.35
H: 0.36 4.63 0.41
H: 2.63 6.27 0.23
H: 0.59 -2.86 2.73
H: -0.71 -6.56 0.11
H: -1.54 -4.78 1.67
H: -1.28 1.47 -0.78
H: 1.33 3.25 -3.63
H: -2.16 0.01 2.36
H: -0.63 0.25 3.07
H: -0.57 -2.48 1.45
H: 1.31 7.20 -0.49
H: 1.15 -7.71 -0.86
H: -2.33 -3.08 3.08
H: 1.23 -6.09 -1.31
H: 0.33 -4.30 0.03
H: 1.49 2.53 -0.11
H: 1.50 -4.79 1.27
H: 0.90 1.32 -5.32
H: -0.73 3.55 -1.59
H: -2.07 -1.16 4.64
H: 0.20 2.88 -5.84
H: -0.81 1.41 -5.82
H: 1.29 1.43 -1.43
H: -0.11 0.45 0.05
H: 0.43 -7.06 1.37
H: -0.33 -5.16 2.91
H: 1.19 6.63 1.20

=====

Q: Which of these has the highest total charge?
A: C34H57F3FeN2O2Si

=====

Q: Which of these has the highest total charge?
A: C34H57F3FeN2O2Si

=====

Q: Which of these has the highest total charge?
A: C34H57F3FeN2O2Si